Record 1
Entry from OMol25: C4H7NO2 as an isolated structure (ωB97M-V with the def2-TZVPD basis set).

Last column: Mulliken charge in e.
Atoms and positions in Å:
C  1.07  -1.30  -0.21  -1.303
C  0.34  0.01  -0.55  1.150
C  0.88  1.28  0.25  -0.639
O  -0.01  0.22  -1.78  -0.837
C  -0.88  0.31  0.37  0.277
O  -0.41  1.34  1.02  -0.383
N  -2.14  -0.07  0.38  -0.368
H  2.02  -1.30  -0.75  0.348
H  1.26  -1.44  0.86  0.345
H  0.47  -2.14  -0.58  0.313
H  0.94  2.16  -0.39  0.305
H  1.74  1.19  0.93  0.277
H  -2.88  0.53  0.74  0.262
H  -2.40  -0.78  -0.29  0.252

Values from the calculation:
* HOMO: -7.894 eV
* orbital gap: 8.44 eV
* LUMO level: 0.55 eV
* spin multiplicity: 1
* energy above the lowest of the compared OMol25 structures with the same formula, charge and spin: 72.8 kcal per mole
* maximum force: 0.57 eV/Å
* total charge: 0
* E: -9844.1218 eV

Record 2
Entry from OMol25: a 3-piece molecular cluster, C4H8O6 overall in a non-equilibrium geometry (ωB97M-V with the def2-TZVPD basis set).

Last column: Mulliken spin population.
Atoms and positions in Å:
O  0.83  1.38  -2.98  0.114
C  0.26  0.91  -1.94  0.011
O  -0.82  0.18  -1.95  0.011
C  1.04  0.94  -0.66  0.043
C  0.65  -0.29  0.27  0.060
C  1.57  -0.17  1.52  0.006
O  2.56  0.62  1.67  0.054
O  1.12  -0.87  2.46  0.682
H  2.14  1.07  -0.81  -0.002
H  0.84  1.94  -0.28  0.001
H  1.07  -1.20  -0.27  -0.004
H  -0.41  -0.34  0.51  -0.005
H  -2.37  0.13  -1.51  0.000
H  -2.94  1.42  -0.87  0.000
O  -3.19  0.45  -0.91  0.000
H  -0.13  -1.90  2.36  -0.001
H  -1.28  -1.99  1.23  -0.001
O  -0.96  -2.25  2.14  0.032

Values from the calculation:
* HOMO (spin up / spin down): -5.746 / -5.163 eV
* orbital gap (spin up / spin down): 9.16 / 4.22 eV
* expectation value of S²: 0.757
* LUMO level (spin up / spin down): 3.41 / -0.95 eV
* spin multiplicity: 2
* maximum force: 4.84 eV/Å
* total charge: -1
* E: -16562.2170 eV

Record 3
Entry from OMol25: C57H47BrCrN2OP2S as an isolated structure in a non-equilibrium geometry (ωB97M-V with the def2-TZVPD basis set).

Last column: Mulliken spin population.
Atoms and positions in Å:
Cr  -2.54  7.41  20.48  3.286
O  -0.48  7.19  20.44  -0.042
S  0.46  7.50  19.26  -0.005
C  -0.18  6.95  17.63  0.042
C  0.79  6.04  17.12  0.001
C  0.99  5.84  15.74  0.001
C  0.10  6.39  14.84  -0.001
C  0.11  6.42  13.32  -0.001
C  -1.13  7.26  12.93  -0.001
C  -1.75  7.67  14.26  -0.002
C  -2.84  8.48  14.54  -0.002
C  -3.08  8.81  15.88  -0.013
C  -2.39  8.26  16.98  0.001
P  -3.42  8.51  18.44  0.029
C  -3.64  10.35  18.40  0.005
C  -4.80  10.98  18.88  -0.009
C  -5.04  12.36  18.63  0.003
C  -4.12  13.13  17.90  -0.004
C  -2.95  12.50  17.46  0.001
C  -2.68  11.15  17.73  -0.013
C  -5.13  7.95  18.16  -0.069
C  -6.03  8.71  17.39  -0.009
C  -7.36  8.32  17.18  0.000
C  -7.82  7.11  17.69  -0.001
C  -6.94  6.35  18.47  -0.002
C  -5.63  6.74  18.69  0.029
C  -1.21  7.45  16.76  -0.005
C  -0.97  7.16  15.35  0.005
C  0.72  9.30  19.15  0.021
C  1.44  9.68  17.99  0.012
C  2.44  10.66  17.99  0.001
C  2.71  11.36  19.17  -0.005
C  3.72  12.43  19.52  0.001
C  3.40  12.83  21.00  0.001
C  2.19  11.97  21.36  0.002
C  1.47  11.87  22.54  -0.007
C  0.34  11.03  22.58  -0.015
C  -0.08  10.24  21.48  -0.026
P  -1.79  9.63  21.70  -0.132
C  -1.68  9.12  23.44  -0.038
C  -0.79  8.06  23.72  0.018
C  -0.69  7.56  25.02  0.007
C  -1.48  8.12  26.04  -0.009
C  -2.35  9.17  25.75  0.004
C  -2.47  9.66  24.47  -0.012
C  -2.73  11.20  21.76  -0.034
C  -4.04  11.20  22.27  0.002
C  -4.75  12.40  22.44  0.005
C  -4.20  13.62  22.05  -0.009
C  -2.91  13.62  21.49  0.004
C  -2.21  12.43  21.31  -0.013
C  0.77  10.18  20.32  -0.002
C  1.87  11.13  20.27  -0.007
H  1.46  5.52  17.81  0.000
H  1.81  5.20  15.41  0.000
H  0.09  5.42  12.87  0.000
H  1.04  6.91  13.00  0.000
H  -1.85  6.66  12.37  0.000
H  -0.87  8.14  12.33  0.000
H  -3.47  8.87  13.74  0.001
H  -3.93  9.48  16.06  0.002
H  -5.54  10.42  19.45  0.000
H  -5.98  12.79  18.96  0.000
H  -4.25  14.19  17.73  0.000
H  -2.20  13.06  16.90  0.000
H  -1.72  10.70  17.46  0.000
H  -5.72  9.68  16.96  -0.001
H  -8.04  9.00  16.67  0.000
H  -8.85  6.82  17.54  0.000
H  -7.24  5.43  18.95  0.000
H  -5.00  6.05  19.25  0.015
H  1.23  9.16  17.05  0.000
H  3.06  10.82  17.11  0.000
H  3.65  13.28  18.82  0.000
H  4.76  12.08  19.39  0.000
H  3.16  13.89  21.09  0.000
H  4.23  12.63  21.69  0.000
H  1.73  12.50  23.38  -0.001
H  -0.29  11.06  23.47  0.000
H  -0.18  7.64  22.91  -0.003
H  0.00  6.75  25.22  0.000
H  -1.43  7.72  27.04  0.000
H  -2.98  9.56  26.55  0.000
H  -3.18  10.45  24.27  -0.002
H  -4.54  10.24  22.52  0.002
H  -5.74  12.39  22.87  0.000
H  -4.75  14.54  22.16  0.000
H  -2.43  14.54  21.18  0.000
H  -1.22  12.45  20.82  -0.002
C  -1.36  2.74  23.48  -0.001
C  -2.26  3.90  23.17  -0.006
C  -3.60  3.91  23.61  0.014
C  -4.44  4.98  23.32  -0.011
C  -3.91  6.01  22.53  0.009
Br  -5.02  7.51  21.87  -0.007
N  -2.64  6.01  22.12  -0.009
C  -1.82  4.96  22.43  0.026
H  -1.59  2.32  24.48  0.000
H  -0.33  3.11  23.49  0.000
H  -1.40  1.95  22.70  0.000
H  -3.98  3.08  24.20  0.000
H  -5.46  4.99  23.67  0.000
H  -0.82  5.05  21.96  0.002
C  -4.06  3.71  16.88  0.002
C  -2.67  3.80  17.54  -0.003
C  -2.59  4.76  18.59  0.075
N  -2.47  5.62  19.36  -0.095
H  -4.10  2.93  16.08  0.000
H  -4.33  4.66  16.40  0.000
H  -4.84  3.47  17.61  0.000
H  -1.90  4.04  16.78  0.002
H  -2.43  2.82  17.96  0.002

Values from the calculation:
* HOMO (spin up / spin down): -14.602 / -14.578 eV
* orbital gap (spin up / spin down): 5.50 / 6.61 eV
* expectation value of S²: 3.911
* LUMO level (spin up / spin down): -9.10 / -7.97 eV
* spin multiplicity: 4
* energy above the lowest of the compared OMol25 structures with the same formula, charge and spin: 0.0 kcal per mole
* maximum force: 3.33 eV/Å
* total charge: +3
* E: -192753.7161 eV